Here is a structure of composition C46H35BiN11S4 from the OMol25 dataset. Energies are from wB97M-V/def2-TZVPD.

Output
**DFT total energy**: -113837.8810 eV
**Charge**: +1
**HOMO level**: -9.9 eV
**Energy above the lowest of the compared OMol25 structures with the same formula, charge and spin**: 0.0 kcal per mole
**Gap between HOMO and LUMO**: 6.962 eV
**Strongest force on any atom**: 0.019 hartree/bohr

Last column: Mulliken charge in e.
Atoms and positions in Å:
Bi  0.301  -0.073  0.339  3.1159
C  2.923  -5.111  2.432  -0.8238
S  1.250  -4.490  2.748  0.0168
C  1.264  -2.938  1.965  0.4410
S  -0.161  -2.002  2.168  -0.5235
N  2.345  -2.607  1.306  -1.4094
N  2.332  -1.424  0.661  0.6885
C  3.387  -1.106  0.010  -1.1290
C  3.424  0.080  -0.825  1.0563
C  4.498  0.287  -1.689  -0.9049
C  4.461  1.364  -2.555  -0.6034
C  3.377  2.229  -2.507  -0.7260
C  2.369  1.974  -1.593  -0.4116
N  2.384  0.924  -0.780  0.1418
H  3.066  -5.942  3.120  0.3651
H  3.014  -5.449  1.404  0.2521
H  3.635  -4.318  2.632  0.2555
H  4.250  -1.768  0.016  0.2317
H  5.330  -0.405  -1.678  0.4977
H  5.274  1.532  -3.249  0.4466
H  3.315  3.082  -3.169  0.5034
H  1.519  2.637  -1.491  0.2823
C  -3.557  4.190  -2.203  -0.5018
C  -3.364  2.816  -2.208  -1.0679
C  -2.365  2.251  -1.433  0.1146
C  -1.579  3.053  -0.614  -0.6844
C  -1.758  4.441  -0.628  -0.4507
C  -2.736  5.002  -1.427  -0.6551
N  -0.652  2.415  0.238  1.3871
N  -0.200  3.134  1.146  -0.7796
C  0.675  2.551  2.067  -0.5870
C  1.062  3.391  3.115  -0.0740
C  1.909  2.918  4.100  -0.9266
C  2.386  1.617  4.027  -0.8379
C  1.983  0.775  2.993  -1.0300
C  1.113  1.216  2.010  1.3592
H  -4.341  4.631  -2.804  0.4306
H  -3.995  2.183  -2.820  0.4857
H  -2.180  1.191  -1.445  0.7206
H  -1.119  5.054  -0.009  0.4655
H  -2.867  6.075  -1.439  0.4216
H  0.678  4.403  3.146  0.5076
H  2.203  3.558  4.921  0.4277
H  3.060  1.246  4.789  0.4652
H  2.351  -0.244  2.970  0.3755
S  -5.130  -3.708  -4.359  -0.1923
C  -4.377  -4.080  -5.847  -0.3336
C  -3.067  -3.718  -5.856  -0.7195
C  -2.661  -3.128  -4.636  -0.0234
C  -3.666  -3.047  -3.709  0.3345
C  -3.614  -2.472  -2.368  0.6844
C  -2.421  -1.910  -1.873  -0.4930
N  -2.324  -1.304  -0.716  0.5958
C  -3.393  -1.218  0.089  -0.6081
C  -4.619  -1.821  -0.267  0.7959
C  -5.711  -1.804  0.653  -1.1959
C  -5.567  -1.252  1.874  -1.0564
C  -4.342  -0.625  2.268  0.9112
C  -4.172  -0.114  3.559  -1.0309
C  -2.986  0.488  3.915  0.2118
C  -2.022  0.624  2.900  0.0222
N  -2.130  0.140  1.681  0.5400
C  -3.265  -0.538  1.357  -0.7367
C  -2.695  0.965  5.261  0.2494
C  -1.498  1.410  5.758  0.0184
C  -1.560  1.773  7.123  -0.6788
C  -2.800  1.600  7.652  -0.3502
S  -3.907  0.993  6.500  -0.2005
C  -4.708  -2.429  -1.525  -0.7778
H  -4.947  -4.548  -6.632  0.4548
H  -2.416  -3.868  -6.705  0.3811
H  -1.656  -2.776  -4.446  0.2974
H  -1.506  -1.942  -2.451  -0.2847
H  -6.644  -2.269  0.361  0.4493
H  -6.380  -1.274  2.589  0.4584
H  -4.970  -0.220  4.284  0.4708
H  -1.113  1.165  3.116  -0.1772
H  -0.589  1.460  5.174  0.1692
H  -0.715  2.145  7.684  0.3977
H  -3.131  1.795  8.660  0.4549
H  -5.645  -2.880  -1.830  0.4772
N  1.695  -2.526  -4.318  0.0074
C  2.165  -3.507  -3.485  -1.2303
C  1.948  -3.045  -2.222  -0.5086
N  1.364  -1.808  -2.260  0.9468
C  1.212  -1.515  -3.535  -0.3432
C  0.593  -0.314  -4.065  0.1102
N  0.116  0.677  -3.347  0.6361
C  -0.382  1.588  -4.237  -0.3671
C  -0.214  1.142  -5.515  -1.2376
N  0.406  -0.074  -5.398  0.0074
H  1.724  -2.562  -5.321  0.1774
H  2.592  -4.423  -3.854  0.4437
H  2.179  -3.523  -1.283  0.4534
H  -0.835  2.506  -3.902  0.4691
H  -0.481  1.565  -6.467  0.4335
H  0.674  -0.656  -6.171  0.1573

***

Here is an isolated molecule of C4H8N2O from the OMol25 dataset. Energies are from wB97M-V/def2-TZVPD.

Output
**DFT total energy**: -9304.4248 eV
**Charge**: 0
**HOMO level**: -10.5 eV
**Energy above the lowest of the compared OMol25 structures with the same formula, charge and spin**: 45.4 kcal per mole
**Gap between HOMO and LUMO**: 11.053 eV
**Structure (SMILES)**: C[C@](O)(C#N)CN
**Strongest force on any atom**: 0.047 hartree/bohr

Last column: Mulliken charge in e.
Atoms and positions in Å:
C  -0.152  -0.582  -1.423  -1.4998
C  -0.582  -0.361  0.037  1.3188
O  -0.478  -1.552  0.779  -0.5843
C  -1.971  0.129  0.092  -0.1637
N  -3.008  0.637  0.140  -0.4509
C  0.247  0.745  0.692  -0.9106
N  1.648  0.320  0.697  -0.5602
H  -0.753  -1.384  -1.856  0.3639
H  0.902  -0.881  -1.447  0.3890
H  -0.279  0.323  -2.028  0.3412
H  0.477  -1.659  0.925  0.4141
H  -0.116  1.062  1.669  0.4503
H  0.184  1.625  0.018  0.3772
H  2.121  0.501  1.583  0.2292
H  1.844  1.090  0.075  0.2858

***

Here is a structure of composition C3H29O12Y from the OMol25 dataset. Energies are from wB97M-V/def2-TZVPD.

Output
**DFT total energy**: -29178.0997 eV
**Charge**: +2
**HOMO level**: -14.7 eV
**Energy above the lowest of the compared OMol25 structures with the same formula, charge and spin**: 73.1 kcal per mole
**Gap between HOMO and LUMO**: 4.745 eV
**Strongest force on any atom**: 0.125 hartree/bohr

Last column: Mulliken charge in e.
Atoms and positions in Å:
Y  -3.616  1.324  -0.215  1.7334
C  0.756  1.465  1.373  -1.7110
C  0.172  0.612  0.189  0.6465
C  0.485  -0.852  0.545  -0.9552
O  -1.187  0.823  -0.258  -0.2192
H  1.754  1.149  1.677  0.4953
H  0.084  1.358  2.225  0.2113
H  0.878  2.533  1.189  0.4311
H  0.872  0.754  -0.634  0.3330
H  1.536  -1.018  0.781  0.3106
H  0.295  -1.557  -0.264  0.0481
H  0.053  -1.274  1.452  0.2431
O  0.001  2.212  -2.671  -0.7320
H  0.137  1.708  -3.474  0.3079
H  -0.060  1.552  -1.981  0.2887
O  2.669  3.557  2.884  -0.6114
H  2.414  2.812  2.340  0.4348
H  2.127  4.281  2.569  0.3069
O  -1.035  -3.786  -1.575  -0.6010
H  -1.322  -4.665  -1.824  0.2734
H  -1.835  -3.260  -1.589  0.2263
O  4.603  -0.894  -0.662  -0.6272
H  4.730  0.013  -0.941  0.3179
H  3.887  -0.851  -0.028  0.3139
O  -3.273  -1.008  0.440  -0.3715
H  -2.735  -1.478  1.077  0.2312
H  -3.577  -1.685  -0.164  0.2941
O  -3.320  1.113  2.172  -0.4762
H  -2.733  0.598  2.725  0.2588
H  -3.864  1.602  2.790  0.3386
O  -1.694  -2.501  3.142  -0.6155
H  -1.664  -1.648  3.576  0.2908
H  -0.838  -2.891  3.318  0.3248
O  -0.724  -0.925  -2.476  -0.6491
H  -0.638  -1.653  -1.860  0.2050
H  -0.827  -0.152  -1.921  0.3920
O  3.635  2.096  -0.796  -0.5825
H  2.850  2.613  -0.978  0.2664
H  4.081  2.574  -0.097  0.3289
O  -2.652  2.587  -1.948  -0.4569
H  -2.970  3.024  -2.738  0.3158
H  -1.713  2.774  -1.931  0.3685
O  1.418  -4.685  -1.619  -0.6518
H  0.689  -4.077  -1.743  0.3854
H  2.153  -4.275  -2.076  0.3379

***

Here is a cluster of 3 separate species, C17H25F17N2O4S2 in total from the OMol25 dataset. Energies are from wB97M-V/def2-TZVPD.

Output
**DFT total energy**: -97071.7770 eV
**Charge**: 0
**HOMO level**: -9.3 eV
**Gap between HOMO and LUMO**: 9.666 eV
**Structure (SMILES)**: FC(F)C(F)(F)COC(F)(F)C(F)F.FC(F)C(F)(F)COC(F)(F)C(F)F.NCCCCN(CCCS)S(=O)(=O)F
**Strongest force on any atom**: 0.024 hartree/bohr

Last column: Mulliken charge in e.
Atoms and positions in Å:
F  0.008  2.553  -2.009  -0.2093
C  -0.570  1.698  -2.873  0.0390
F  -1.865  1.544  -2.509  -0.2607
C  0.104  0.323  -2.845  1.0015
F  -0.085  -0.264  -1.644  -0.2635
F  -0.575  -0.421  -3.768  -0.2979
C  1.587  0.232  -3.246  -0.7249
O  2.559  0.183  -2.215  -0.3936
C  3.087  1.316  -1.646  0.7354
F  2.725  2.434  -2.305  -0.2810
F  4.433  1.217  -1.728  -0.3039
C  2.756  1.407  -0.152  0.2143
F  1.422  1.398  0.047  -0.2277
F  3.242  2.570  0.339  -0.2982
H  -0.536  2.121  -3.881  0.2836
H  1.675  -0.741  -3.727  0.3257
H  1.840  0.974  -4.003  0.3645
H  3.198  0.567  0.388  0.3035
F  -2.778  -6.255  -5.325  -0.2177
C  -2.127  -7.301  -4.782  0.0878
F  -3.041  -8.109  -4.198  -0.2647
C  -1.124  -6.853  -3.714  0.8982
F  -1.773  -6.306  -2.666  -0.2654
F  -0.538  -8.007  -3.277  -0.3262
C  0.033  -5.938  -4.150  -0.7596
O  -0.079  -4.542  -3.922  -0.3385
C  -0.689  -3.692  -4.811  0.7402
F  -0.987  -4.303  -5.974  -0.3074
F  0.208  -2.717  -5.097  -0.2686
C  -1.925  -3.014  -4.195  0.3751
F  -2.809  -3.950  -3.797  -0.2457
F  -2.517  -2.244  -5.137  -0.2692
H  -1.619  -7.861  -5.573  0.2883
H  0.863  -6.233  -3.510  0.3923
H  0.343  -6.151  -5.173  0.3248
H  -1.651  -2.403  -3.340  0.1247
N  -2.914  2.992  4.569  -0.5601
C  -2.944  2.434  3.212  -0.7177
C  -2.157  1.141  3.007  -0.8571
C  -0.626  1.328  2.837  0.1101
C  0.067  1.288  4.192  -1.1676
N  1.551  1.421  4.112  0.0518
C  2.031  2.839  4.186  -0.8875
C  1.594  3.684  2.988  -0.4047
C  0.436  4.639  3.317  0.2675
S  0.643  6.221  2.416  -0.2656
S  2.115  0.610  5.471  1.1178
O  2.151  -0.781  5.213  -0.5755
O  1.494  1.087  6.658  -0.5671
F  3.580  1.111  5.483  -0.2297
H  -2.345  3.821  4.653  0.2892
H  -2.667  2.315  5.275  0.2738
H  -2.606  3.200  2.513  0.3405
H  -3.988  2.221  2.966  0.3253
H  -2.363  0.449  3.826  0.3830
H  -2.511  0.714  2.067  0.3939
H  -0.489  2.277  2.325  -0.0563
H  -0.250  0.534  2.193  0.2343
H  -0.372  2.024  4.866  0.3404
H  -0.148  0.305  4.611  0.7474
H  3.116  2.821  4.200  0.5569
H  1.712  3.284  5.132  0.4926
H  1.350  3.027  2.158  -0.2555
H  2.427  4.300  2.653  0.7229
H  0.437  4.889  4.375  0.2939
H  -0.535  4.237  3.044  -0.5118
H  -0.582  6.335  1.900  0.1391

***

Here is an isolated molecule of C3H10ClN2OP from the OMol25 dataset. Energies are from wB97M-V/def2-TZVPD.

Output
**DFT total energy**: -30111.4911 eV
**Charge**: 0
**HOMO level**: -8.7 eV
**Energy above the lowest of the compared OMol25 structures with the same formula, charge and spin**: 39.3 kcal per mole
**Gap between HOMO and LUMO**: 9.460 eV
**Structure (SMILES)**: CNP(N)C[C@@H](O)Cl
**Strongest force on any atom**: 0.084 hartree/bohr

Last column: Mulliken charge in e.
Atoms and positions in Å:
C  -1.174  -2.718  -0.393  -0.8108
N  -0.985  -1.330  -0.510  -0.2014
P  0.348  -0.514  0.257  0.1487
N  -0.135  -0.272  1.944  -0.6332
C  -0.106  1.214  -0.512  -1.1380
C  1.062  2.135  -0.565  -0.1052
O  1.768  2.025  0.573  -0.4124
Cl  2.246  1.497  -1.935  -0.2591
H  -2.214  -2.899  -0.528  0.3272
H  -0.593  -3.364  -1.038  0.2419
H  -0.822  -3.135  0.735  0.2217
H  -1.831  -0.740  -0.479  0.2828
H  -0.435  0.696  1.964  0.2957
H  0.667  -0.482  2.494  0.2700
H  -0.426  0.939  -1.447  0.5413
H  -0.956  1.700  -0.052  0.4529
H  0.880  3.091  -0.833  0.4264
H  2.707  2.157  0.326  0.3516

***

Here is a structure of composition C26H45Br2ClF3N3O5 from the OMol25 dataset. Energies are from wB97M-V/def2-TZVPD.

Output
**DFT total energy**: -203144.5682 eV
**Charge**: 0
**HOMO level**: -8.0 eV
**Gap between HOMO and LUMO**: 7.916 eV
**Strongest force on any atom**: 0.188 hartree/bohr

Last column: Mulliken charge in e.
Atoms and positions in Å:
O  4.704  -2.698  -3.672  -0.5616
C  4.549  -2.256  -2.420  0.5122
O  3.924  -3.105  -1.352  -0.3994
C  3.336  -2.080  -0.478  -0.2999
C  2.464  -2.500  0.841  -0.1208
C  0.882  -2.636  0.314  -0.4856
C  -0.189  -2.886  1.529  -0.5006
C  -0.918  -1.517  2.060  -0.6157
N  -1.700  -0.756  1.013  0.2685
C  -1.266  0.710  0.810  -0.2806
C  -2.257  1.407  -0.332  -0.3933
C  -3.303  0.185  -0.782  -0.5150
C  -2.861  -1.136  0.120  -0.2356
C  4.598  -1.042  -0.358  1.0520
C  4.061  0.347  0.343  -0.8773
C  4.362  0.470  1.949  -0.3712
C  4.302  2.095  2.340  -0.4624
Cl  5.995  2.889  2.372  -0.2022
C  6.064  -1.583  0.169  -0.8012
C  7.232  -0.419  0.222  -0.3084
C  7.913  -0.067  -1.227  0.0413
F  7.818  -1.195  -2.227  -0.3501
Br  7.071  1.630  -1.984  -0.0169
C  9.540  0.280  -1.138  0.6383
F  10.301  -0.758  -0.405  -0.2236
F  10.120  0.447  -2.522  -0.2344
Br  9.655  2.111  -0.280  -0.0783
O  4.866  -0.913  -1.829  -0.3198
H  2.588  -1.486  -1.188  0.2994
H  2.811  -3.530  1.329  0.3173
H  2.510  -1.709  1.728  -0.0853
H  0.865  -3.496  -0.502  0.3143
H  0.647  -1.576  -0.179  0.2446
H  0.426  -3.353  2.431  0.3189
H  -0.980  -3.723  1.213  0.2479
H  -0.105  -0.765  2.484  0.1912
H  -1.652  -1.831  2.936  0.2698
H  -0.405  1.300  1.342  0.2544
H  -2.245  2.519  -0.721  0.2780
H  -4.171  0.299  -1.571  0.2790
H  -3.361  -2.194  0.081  0.3442
H  2.907  0.464  0.121  0.2353
H  4.648  1.247  -0.177  0.2349
H  5.422  0.111  2.289  0.2720
H  3.575  -0.043  2.646  0.2670
H  3.557  2.589  1.578  0.3202
H  3.772  2.169  3.404  0.3494
H  6.502  -2.479  -0.442  0.4010
H  5.873  -2.003  1.270  0.3544
H  6.842  0.608  0.678  0.1463
H  8.073  -0.795  0.952  0.2748
C  -8.289  -5.351  0.039  -1.3973
C  -7.567  -4.331  0.917  0.3284
C  -6.321  -3.701  0.252  -0.7398
O  -5.180  -4.562  0.192  -0.3176
C  -5.237  -5.537  -0.837  -0.7249
N  -7.230  -4.963  2.201  -0.7257
H  -7.795  -6.323  0.020  0.2885
H  -9.303  -5.526  0.416  0.3478
H  -8.377  -4.992  -0.991  0.3394
H  -8.276  -3.519  1.112  0.4051
H  -6.010  -2.845  0.864  0.3572
H  -6.552  -3.300  -0.742  0.4386
H  -5.721  -5.158  -1.742  0.3310
H  -5.746  -6.433  -0.473  0.2300
H  -4.214  -5.829  -1.087  0.2588
H  -6.851  -4.250  2.825  0.2724
H  -6.435  -5.588  2.035  0.3221
C  -2.412  8.353  -1.391  -1.3623
C  -2.644  7.103  -2.238  0.3390
C  -3.504  6.024  -1.541  -0.7635
O  -2.825  5.290  -0.519  -0.2566
C  -2.696  5.983  0.712  -0.7217
N  -1.342  6.565  -2.658  -0.7217
H  -1.642  8.215  -0.630  0.2930
H  -2.077  9.183  -2.023  0.3407
H  -3.334  8.667  -0.892  0.3358
H  -3.187  7.422  -3.135  0.3898
H  -3.787  5.280  -2.297  0.3468
H  -4.442  6.441  -1.156  0.3840
H  -3.571  6.603  0.933  0.3069
H  -1.786  6.588  0.705  0.2511
H  -2.584  5.244  1.510  0.2467
H  -1.502  5.800  -3.315  0.2740
H  -0.926  6.102  -1.844  0.3169

***

Here is an isolated molecule of C3H5NO2 from the OMol25 dataset. Energies are from wB97M-V/def2-TZVPD.

Output
**DFT total energy**: -8776.0236 eV
**Charge**: 0
**HOMO level**: -9.7 eV
**Energy above the lowest of the compared OMol25 structures with the same formula, charge and spin**: 38.5 kcal per mole
**Gap between HOMO and LUMO**: 10.357 eV
**Structure (SMILES)**: C=NCC(=O)O
**Strongest force on any atom**: 0.067 hartree/bohr

Last column: Mulliken charge in e.
Atoms and positions in Å:
C  -1.131  0.953  -0.917  -0.2896
N  -0.928  0.987  0.317  -0.4148
C  -0.240  -0.035  0.956  -0.2776
C  0.563  -0.955  0.019  0.4765
O  0.235  -1.974  -0.556  -0.5643
O  1.770  -0.489  -0.011  -0.4267
H  -1.535  1.819  -1.327  0.3255
H  -0.614  0.119  -1.497  0.2500
H  -0.917  -0.570  1.490  0.3075
H  0.490  0.369  1.688  0.2742
H  2.358  -1.017  -0.615  0.3395

***

Question: Number 3 is which compound?
Answer: C3H29O12Y

***

Question: Among the records above, which one has the highest charge?
Answer: C3H29O12Y